No. 1
{
  "formula": "C25H51O15Zn",
  "method": "wB97M-V/def2-TZVPD",
  "species": ["Zn", "C", "O", "H", "H", "H", "C", "O", "C", "O", "O", "C", "H", "H", "H", "H", "H", "H", "C", "O", "C", "O", "O", "C", "H", "H", "H", "H", "H", "H", "C", "O", "C", "O", "O", "C", "H", "H", "H", "H", "H", "H", "C", "C", "O", "C", "H", "H", "H", "H", "H", "H", "C", "C", "O", "C", "H", "H", "H", "H", "H", "H", "C", "C", "O", "C", "H", "H", "H", "H", "H", "H", "C", "C", "O", "C", "H", "H", "H", "H", "H", "H", "C", "C", "O", "C", "H", "H", "H", "H", "H", "H"],
  "xyz": [[-0.94, 0.65, -3.74], [-0.57, 0.09, -0.31], [-0.80, 0.12, -1.75], [-1.39, 0.41, 0.32], [-0.40, -0.96, -0.05], [0.32, 0.63, 0.00], [2.36, -2.50, -4.60], [2.93, -1.47, -3.85], [2.20, -0.25, -3.63], [1.02, -0.05, -4.04], [2.98, 0.77, -3.27], [4.32, 0.68, -2.84], [2.99, -3.33, -4.92], [1.93, -2.13, -5.53], [1.60, -2.97, -3.98], [4.94, 0.37, -3.68], [4.40, -0.04, -2.03], [4.62, 1.64, -2.42], [4.46, -6.38, -0.55], [4.13, -5.04, -0.87], [2.88, -4.73, -1.06], [1.92, -5.50, -0.93], [2.75, -3.43, -1.32], [1.47, -2.81, -1.26], [3.97, -7.12, -1.19], [4.09, -6.64, 0.44], [5.54, -6.53, -0.55], [1.59, -1.74, -1.41], [0.96, -2.95, -0.31], [0.81, -3.25, -2.01], [-2.65, 3.83, -1.40], [-2.67, 4.73, -0.29], [-3.23, 5.91, -0.30], [-3.20, 6.61, 0.68], [-3.79, 6.25, -1.48], [-4.75, 7.28, -1.45], [-2.03, 4.25, -2.19], [-3.65, 3.68, -1.79], [-2.27, 2.83, -1.16], [-5.58, 6.93, -0.85], [-5.13, 7.49, -2.45], [-4.27, 8.18, -1.07], [-2.62, 2.69, 2.53], [-2.48, 1.41, 3.29], [-1.69, 1.24, 4.23], [-3.33, 0.29, 2.82], [-2.75, 2.39, 1.49], [-1.69, 3.25, 2.58], [-3.47, 3.35, 2.72], [-3.12, 0.21, 1.75], [-4.36, 0.64, 2.92], [-3.15, -0.66, 3.32], [0.61, -0.82, 5.37], [0.96, -2.01, 4.50], [1.95, -2.69, 4.65], [0.01, -2.52, 3.41], [0.19, -1.19, 6.31], [0.01, -0.04, 4.89], [1.56, -0.37, 5.63], [-0.93, -2.54, 3.96], [0.29, -3.56, 3.22], [-0.04, -1.91, 2.51], [0.24, 3.92, -0.13], [1.70, 3.73, 0.20], [2.19, 4.12, 1.27], [2.63, 3.05, -0.83], [0.17, 3.28, -1.01], [0.07, 4.98, -0.35], [-0.37, 3.62, 0.72], [3.59, 3.56, -0.93], [2.16, 3.16, -1.80], [2.76, 1.97, -0.71], [3.35, -1.79, 1.80], [3.36, -0.39, 1.32], [4.17, 0.01, 0.50], [2.52, 0.58, 2.09], [4.06, -2.44, 1.29], [2.32, -2.07, 1.57], [3.62, -1.82, 2.85], [2.14, 0.08, 2.98], [1.67, 0.87, 1.46], [3.12, 1.40, 2.48], [-5.44, -3.98, -1.19], [-4.56, -2.91, -1.79], [-4.69, -2.60, -2.95], [-3.60, -2.15, -0.86], [-6.45, -3.60, -1.08], [-4.99, -4.18, -0.21], [-5.52, -4.93, -1.71], [-2.79, -2.85, -0.64], [-4.18, -1.90, 0.03], [-3.05, -1.36, -1.37]],
  "gap_ev": 3.83,
  "charge": 1,
  "energy_ev": -105870.16100,
  "homo_ha": -0.41203
}


No. 2
{
  "formula": "C25H52BBr2Cl3N2O9PS",
  "method": "wB97M-V/def2-TZVPD",
  "species": ["C", "O", "C", "C", "C", "C", "C", "C", "N", "C", "Br", "C", "C", "Br", "C", "C", "Cl", "C", "C", "Cl", "C", "C", "C", "O", "Cl", "P", "O", "C", "N", "C", "S", "B", "C", "O", "H", "H", "H", "H", "H", "H", "H", "H", "H", "H", "H", "H", "H", "H", "H", "H", "H", "H", "H", "H", "H", "H", "H", "H", "H", "H", "H", "H", "H", "H", "H", "H", "C", "O", "H", "H", "H", "H", "C", "O", "H", "H", "H", "H", "C", "O", "H", "H", "H", "H", "C", "O", "H", "H", "H", "H", "C", "O", "H", "H", "H", "H"],
  "xyz": [[-4.61, 3.52, -0.32], [-4.35, 4.97, -0.32], [-3.70, 5.28, -1.61], [-2.07, 4.97, -1.38], [-1.38, 4.30, -2.70], [-1.30, 2.63, -2.65], [-0.36, 2.28, -1.35], [0.30, 0.79, -1.31], [1.10, 0.36, -0.07], [0.87, 0.96, 1.33], [0.24, -0.44, 2.68], [2.15, 1.85, 1.88], [1.79, 3.48, 1.85], [2.38, 1.38, 3.83], [2.10, -0.61, -0.28], [3.17, -1.22, 0.82], [4.96, -0.77, 0.43], [3.16, -2.84, 1.01], [1.69, -3.57, 0.94], [4.48, -3.73, -0.01], [2.02, -0.99, -1.91], [1.57, -2.55, -2.29], [0.03, -2.93, -1.94], [-0.75, -2.45, -0.97], [-0.77, -4.25, -3.03], [3.74, -0.98, -2.85], [3.59, -1.15, -4.42], [1.17, 0.25, -2.64], [0.05, -0.15, -3.57], [0.47, -0.53, -4.80], [0.95, -0.80, -6.44], [2.10, 1.60, -3.03], [3.00, 2.44, -1.91], [2.15, 2.17, -4.42], [-4.32, 3.11, 0.75], [-5.75, 3.38, -0.57], [-4.00, 2.91, -1.12], [-3.80, 6.40, -1.94], [-4.04, 4.59, -2.50], [-1.86, 4.42, -0.37], [-1.59, 6.05, -1.26], [-1.90, 4.66, -3.72], [-0.25, 4.66, -2.80], [-0.85, 2.33, -3.68], [-2.41, 2.24, -2.52], [-1.13, 2.32, -0.43], [0.41, 3.16, -1.11], [-0.68, 0.10, -1.44], [-0.04, 1.73, 1.34], [3.16, 1.61, 1.33], [2.76, 4.14, 1.69], [1.41, 3.76, 2.94], [0.91, 3.74, 1.11], [3.03, -0.77, 1.92], [3.54, -3.03, 2.13], [1.64, -4.35, 1.84], [0.78, -2.85, 1.10], [1.58, -4.24, -0.04], [2.36, -3.32, -1.85], [1.69, -2.66, -3.48], [4.39, -2.22, -2.40], [4.61, 0.08, -2.42], [3.08, 1.92, -0.87], [2.47, 3.50, -1.81], [4.08, 2.61, -2.33], [3.05, 1.87, -4.75], [-6.31, 0.24, -0.99], [-6.48, 1.42, -1.76], [-5.79, 0.49, -0.06], [-7.29, -0.19, -0.75], [-5.71, -0.48, -1.55], [-6.94, 1.16, -2.58], [3.71, -4.02, -6.97], [4.96, -3.91, -6.33], [3.71, -4.91, -7.60], [2.92, -4.11, -6.22], [3.53, -3.13, -7.59], [4.93, -3.11, -5.77], [0.01, -3.47, 5.33], [-0.79, -2.43, 4.78], [0.21, -3.24, 6.38], [-0.53, -4.41, 5.26], [0.95, -3.53, 4.78], [-0.96, -2.66, 3.85], [-1.72, 0.23, 7.24], [-0.42, 0.28, 6.68], [-1.92, 1.17, 7.76], [-2.45, 0.09, 6.44], [-1.77, -0.60, 7.95], [-0.26, -0.57, 6.23], [-3.22, -4.39, 7.14], [-1.97, -4.28, 7.78], [-3.22, -5.28, 6.50], [-4.01, -4.48, 7.89], [-3.40, -3.51, 6.52], [-2.00, -3.48, 8.33]],
  "gap_ev": 6.01,
  "charge": 1,
  "energy_ev": -246608.18761,
  "homo_ha": -0.41935
}


Look up the charge of the second one. +1


Look up the charge of the first one. +1


What is the charge in the second record? +1